(1)
Here is a structure of composition C22H36CeN4OPS2 from the Open Molecules 2025 dataset. Energies are from ωB97M-V/def2-TZVPD.

Values from the calculation:
**Charge**: +3
**Energy above the lowest of the compared OMol25 structures with the same formula, charge and spin**: 66.7 kJ/mol
**HOMO level (alpha / beta)**: -16.37 / -16.37 eV
**LUMO (alpha / beta)**: -11.6 / -11.7 eV

Last column: natural (NBO) charge in e.
Geometry (Å):
Ce (0.265, -0.318, -0.995)  1.324
N (-0.386, -2.573, 0.139)  -0.822
C (-0.523, -3.756, -0.757)  -0.232
C (-1.313, -3.345, -1.950)  -0.231
N (-0.680, -2.207, -2.678)  -0.636
C (0.331, -2.636, -3.691)  -0.237
C (1.732, -2.588, -3.168)  -0.226
N (2.058, -1.183, -2.788)  -0.828
H (0.154, -2.806, 0.956)  0.419
H (-1.288, -2.334, 0.502)  0.416
H (-1.026, -4.571, -0.259)  0.249
H (0.460, -4.112, -1.025)  0.210
H (-2.300, -3.023, -1.639)  0.232
H (-1.444, -4.189, -2.617)  0.241
H (-1.427, -1.763, -3.179)  0.409
H (0.242, -1.969, -4.544)  0.223
H (0.102, -3.634, -4.050)  0.244
H (2.405, -2.970, -3.921)  0.250
H (1.850, -3.211, -2.287)  0.209
H (2.088, -0.615, -3.618)  0.406
H (2.998, -1.150, -2.415)  0.417
S (-0.503, 0.214, 1.652)  -0.266
P (-2.000, 1.226, 0.718)  1.243
S (-2.351, 0.379, -1.122)  -0.308
C (-3.510, 1.181, 1.683)  -0.374
C (-4.729, 1.177, 1.055)  -0.217
C (-5.912, 1.234, 1.844)  -0.175
C (-5.842, 1.273, 3.266)  -0.148
C (-4.623, 1.263, 3.895)  -0.178
C (-3.442, 1.214, 3.115)  -0.193
C (-1.453, 2.910, 0.546)  -0.385
C (-0.167, 3.164, 0.049)  -0.187
C (0.320, 4.448, -0.046)  -0.183
C (-0.481, 5.512, 0.372)  -0.140
C (-1.753, 5.283, 0.868)  -0.178
C (-2.247, 3.979, 0.960)  -0.156
H (-4.799, 1.153, -0.025)  0.230
H (-6.885, 1.254, 1.349)  0.250
H (-6.754, 1.305, 3.854)  0.253
H (-4.563, 1.284, 4.982)  0.252
H (-2.480, 1.214, 3.619)  0.229
H (0.468, 2.381, -0.295)  0.152
H (1.311, 4.638, -0.446)  0.235
H (-0.101, 6.527, 0.303)  0.253
H (-2.373, 6.117, 1.177)  0.256
H (-3.247, 3.815, 1.341)  0.245
C (4.750, 0.247, 2.554)  -0.594
C (4.255, -1.127, 2.029)  -0.168
C (3.606, -1.945, 3.167)  -0.597
C (5.407, -1.905, 1.353)  -0.596
C (3.206, -0.870, 1.005)  0.666
N (2.395, -0.651, 0.213)  -0.603
H (5.524, 0.046, 3.299)  0.257
H (3.947, 0.813, 3.037)  0.230
H (5.191, 0.854, 1.759)  0.231
H (4.369, -2.096, 3.934)  0.261
H (3.273, -2.930, 2.823)  0.223
H (2.765, -1.413, 3.627)  0.227
H (6.173, -2.075, 2.114)  0.259
H (5.862, -1.335, 0.537)  0.231
H (5.078, -2.880, 0.978)  0.225
C (-0.624, 1.181, -4.058)  -0.232
O (0.383, 1.363, -2.988)  -0.740
H (-0.154, 0.844, -4.976)  0.212
H (-1.167, 2.101, -4.232)  0.239
H (-1.325, 0.446, -3.717)  0.190
H (0.904, 2.137, -3.190)  0.530


(2)
Here is a structure of composition C3H7N3O from the Open Molecules 2025 dataset. Energies are from ωB97M-V/def2-TZVPD.

Values from the calculation:
**Charge**: 0
**Energy above the lowest of the compared OMol25 structures with the same formula, charge and spin**: 634.1 kJ/mol
**HOMO level (alpha / beta)**: -8.41 / -8.41 eV
**LUMO (alpha / beta)**: 0.2 / 0.2 eV

Last column: natural (NBO) charge in e.
Geometry (Å):
C (2.644, 0.492, 0.097)  -0.249
C (-0.353, -0.175, -0.178)  0.494
N (-0.469, -1.415, 0.271)  -0.833
C (-2.138, 0.609, -0.262)  0.143
O (1.693, -0.233, -0.628)  -0.636
N (0.059, 0.805, -0.764)  -0.167
N (-2.958, -0.211, 0.193)  -0.675
H (0.372, -1.971, 0.238)  0.445
H (-1.419, -1.710, 0.487)  0.440
H (-3.938, 0.094, 0.198)  0.366
H (-2.275, 1.651, -0.557)  0.189
H (2.238, 0.923, 1.028)  0.150
H (3.476, -0.172, 0.377)  0.174
H (3.069, 1.312, -0.500)  0.160


(3)
Here is the molecule C12H18N4O2 from the Open Molecules 2025 dataset. Energies are from ωB97M-V/def2-TZVPD.

Values from the calculation:
**Charge**: 0
**Energy above the lowest of the compared OMol25 structures with the same formula, charge and spin**: 231.7 kJ/mol
**SMILES**: CN(C)/C=N/c1cc(=O)n(C)c(=O)n1CC1CC1
**HOMO level**: -8.34 eV
**LUMO**: 0.6 eV

Last column: natural (NBO) charge in e.
Geometry (Å):
O (-0.665, 4.354, -1.375)  -0.594
O (1.987, 2.160, 1.611)  -0.598
N (-1.019, -0.239, -1.001)  -0.542
C (-0.250, 3.386, -0.828)  0.629
C (1.250, 2.219, 0.682)  0.820
C (-0.708, 2.101, -1.307)  -0.387
C (-0.223, 0.981, -0.712)  0.401
C (-1.524, -0.778, 0.032)  0.312
N (0.661, 3.483, 0.247)  -0.465
N (-2.275, -1.939, -0.019)  -0.432
N (0.913, 1.053, 0.013)  -0.503
C (1.007, 4.736, 0.779)  -0.416
C (-2.367, -2.636, -1.262)  -0.399
C (-3.004, -2.470, 1.226)  -0.411
C (2.043, 0.131, -0.309)  -0.196
C (2.807, -2.300, -0.081)  -0.415
C (1.278, -2.527, 0.162)  -0.432
C (1.981, -1.203, 0.533)  -0.242
H (-1.620, 1.909, -2.015)  0.255
H (-1.323, -0.270, 0.972)  0.173
H (0.196, 5.017, 1.468)  0.197
H (1.006, 5.500, -0.071)  0.238
H (1.866, 4.662, 1.357)  0.228
H (-3.366, -3.299, -1.365)  0.189
H (-2.386, -2.011, -2.086)  0.227
H (-1.665, -3.375, -1.430)  0.191
H (-3.425, -1.626, 1.818)  0.212
H (-3.966, -2.994, 1.013)  0.221
H (-2.283, -3.044, 1.801)  0.205
H (2.231, -0.114, -1.385)  0.207
H (2.895, 0.564, 0.058)  0.226
H (3.394, -2.839, 0.587)  0.215
H (3.253, -2.102, -1.099)  0.224
H (0.953, -3.026, 1.067)  0.214
H (0.548, -2.507, -0.645)  0.220
H (1.801, -0.957, 1.565)  0.225


(4)
Here is a cluster of 2 separate species, C7H12P2 in total from the Open Molecules 2025 dataset. Energies are from ωB97M-V/def2-TZVPD.

Values from the calculation:
**Charge**: 0
**Energy above the lowest of the compared OMol25 structures with the same formula, charge and spin**: 325.9 kJ/mol
**HOMO level (alpha / beta)**: -8.52 / -8.24 eV
**LUMO (alpha / beta)**: -1.7 / -1.2 eV

Last column: natural (NBO) charge in e.
Geometry (Å):
C (-1.596, -2.408, -0.228)  -0.093
C (-0.351, -2.132, -0.765)  -0.366
C (-2.327, -1.405, 0.397)  -0.706
C (-0.099, -0.779, -0.597)  -0.151
C (2.751, 1.421, 0.532)  -0.606
C (1.214, -0.086, -0.823)  -0.458
C (1.604, 0.406, 0.603)  -0.380
P (-1.547, 0.118, 0.220)  0.637
P (-5.183, 0.863, -0.065)  0.108
H (-1.999, -3.472, -0.085)  0.206
H (0.318, -2.622, -1.354)  0.223
H (-3.369, -1.648, 0.740)  0.246
H (3.026, 1.866, 1.576)  0.212
H (2.545, 2.267, -0.102)  0.203
H (3.615, 0.985, -0.014)  0.204
H (1.945, -0.739, -1.305)  0.213
H (1.107, 0.803, -1.473)  0.217
H (0.739, 0.870, 0.956)  0.199
H (1.845, -0.327, 1.283)  0.205
H (-5.082, -0.494, -0.403)  -0.060
H (-3.849, 0.754, -0.606)  -0.051